# 1
The following is a DFT calculation (wB97M-V/def2-TZVPD) of a molecular structure, C14H14N4OPdS at a distorted geometry.

Summary:
- Total energy: -37049.1503 eV
- Total charge: +2

Cartesian coordinates (Å):
Pd  -0.6550  0.8951  -0.2698
N  -4.6259  0.8238  -1.9560
C  -3.3443  0.6862  -1.7057
S  -2.4605  2.0730  -1.1090
N  -2.7878  -0.4994  -1.9931
N  -1.5359  -0.6753  -1.7328
C  -0.9756  -1.7480  -2.2372
C  0.3831  -2.1185  -2.1003
C  0.7984  -3.2844  -2.7415
C  2.1238  -3.6970  -2.7129
C  3.1056  -2.9351  -2.0311
C  2.7592  -1.7975  -1.3725
C  1.3907  -1.3252  -1.3623
O  1.1313  -0.2768  -0.7567
H  -5.0862  1.7109  -1.8138
H  -5.1469  0.0675  -2.3833
H  -1.6099  -2.3947  -2.8457
H  0.0704  -3.8730  -3.2863
H  2.4106  -4.6082  -3.2203
H  4.1357  -3.2653  -2.0436
H  3.4817  -1.2065  -0.8253
N  -1.0545  0.4500  1.9441
C  -0.0949  1.3614  2.4978
C  0.7671  0.9755  3.5166
C  1.6569  1.8983  4.0426
C  1.7117  3.1919  3.5407
C  0.8656  3.5735  2.5061
C  -0.0415  2.6653  1.9909
H  -0.9618  -0.4874  2.3173
H  -2.0101  0.7674  2.0627
H  0.7348  -0.0334  3.9115
H  2.3075  1.6069  4.8556
H  2.4065  3.9068  3.9591
H  0.9109  4.5797  2.1129
H  -0.7605  2.9925  1.2411

=====

# 2
The following is a DFT calculation (wB97M-V/def2-TZVPD) of a single C11H15NOS molecule at a distorted geometry.

Summary:
- Total energy: -26021.8822 eV
- Structure (SMILES): CSC(=O)N(C)CCc1ccccc1

Cartesian coordinates (Å):
C  -0.5358  -4.4978  0.7054
C  -1.3632  -1.8775  0.5375
C  -2.1498  0.2695  0.4138
C  -0.7516  -0.4852  -1.5297
C  0.6711  0.0136  -1.5306
C  1.1527  1.1162  -0.5820
C  1.6095  0.9497  0.7056
C  1.9978  2.0405  1.4457
C  1.7924  3.3733  1.0181
C  1.1939  3.5486  -0.2454
C  0.9969  2.4445  -1.0321
H  0.1772  -5.1311  0.1718
H  -1.5205  -5.1263  0.5994
H  -0.2169  -4.1294  1.7417
H  -3.2485  0.2934  0.0414
H  -2.3157  0.0646  1.4970
H  -1.7671  1.2727  0.2688
H  -1.3832  0.3443  -1.8976
H  -0.9313  -1.4060  -2.0020
H  1.3860  -0.8001  -1.4279
H  0.8220  0.2618  -2.5478
H  1.7221  0.0091  1.1118
H  2.2984  2.1302  2.5445
H  2.0904  4.1649  1.6137
H  0.9983  4.5179  -0.6528
H  0.9058  2.5880  -2.1279
N  -1.4344  -0.7147  -0.1773
O  -1.7781  -2.1364  1.6431
S  -0.4183  -3.0986  -0.3062

=====

# 3
The following is a DFT calculation (wB97M-V/def2-TZVPD) of a single C4H4N2O2 molecule at a distorted geometry.

Summary:
- Total energy: -11284.8116 eV
- Structure (SMILES): [H]/N=c1/nccc(O)o1

Cartesian coordinates (Å):
C  -0.3290  0.9083  0.3761
C  -1.3724  0.2231  -0.2232
C  -0.9488  -1.1505  -0.6491
C  1.2657  -0.6544  0.0532
H  -1.0628  2.7350  0.8152
H  -2.5188  0.5087  -0.3456
H  -1.6327  -1.9646  -0.8170
H  3.2457  -0.3308  -0.1479
N  0.2573  -1.6356  -0.3566
N  2.5255  -1.1203  -0.3359
O  -0.2761  2.1930  0.8229
O  0.8462  0.2880  0.8080

=====

# 4
The following is a DFT calculation (wB97M-V/def2-TZVPD) of a molecular structure, C29H24N5O4Tc.

Summary:
- Total energy: -48297.4363 eV
- Total charge: +1
- Spin multiplicity: 4

Cartesian coordinates (Å):
Tc  -0.2155  0.2850  -0.3014
O  0.7965  0.9155  -1.8839
C  2.1124  0.9565  -1.9704
C  2.7140  0.7993  -3.2285
C  4.0818  0.8231  -3.3559
C  4.9194  1.0437  -2.2494
C  4.3511  1.2663  -1.0256
C  2.9510  1.2101  -0.8565
C  2.3606  1.6860  0.3537
N  1.1329  1.4784  0.6933
C  0.4422  2.4126  1.5906
C  -0.5925  3.0863  0.6916
N  -1.3002  2.0325  -0.0667
C  -2.5493  2.1958  -0.3494
C  -3.4116  1.2808  -1.0182
C  -4.7413  1.6919  -1.2592
C  -5.6316  0.8711  -1.8935
C  -5.2036  -0.4017  -2.3028
C  -3.9172  -0.8314  -2.0772
C  -2.9938  -0.0027  -1.4276
O  -1.7718  -0.4619  -1.2276
H  2.0706  0.6480  -4.0848
H  4.5220  0.6829  -4.3353
H  5.9930  1.0666  -2.3709
H  4.9718  1.4884  -0.1650
H  2.9585  2.3420  0.9872
H  1.1301  3.1454  2.0116
H  -0.0478  1.8731  2.3982
H  -0.0795  3.7376  -0.0192
H  -1.2955  3.6801  1.2754
H  -3.0043  3.1372  -0.0414
H  -5.0477  2.6792  -0.9331
H  -6.6469  1.1938  -2.0736
H  -5.9008  -1.0613  -2.8037
H  -3.5841  -1.8144  -2.3830
O  -2.4131  0.6597  3.4936
C  -1.5353  -0.0287  4.2603
C  -1.7283  0.0432  5.6381
C  -0.8785  -0.6223  6.4944
C  0.1860  -1.3775  5.9997
C  0.3841  -1.4513  4.6412
C  -0.4646  -0.7817  3.7462
C  -0.1917  -0.8607  2.3064
O  -1.0033  -0.2004  1.4889
N  0.8228  -1.5328  1.8618
N  0.8696  -1.4664  0.4728
C  1.5743  -2.3678  -0.0933
C  1.5918  -2.5327  -1.5478
C  2.4730  -3.4045  -2.1692
C  2.3782  -3.5552  -3.5442
C  1.4133  -2.8407  -4.2323
C  0.5762  -1.9897  -3.5163
N  0.6617  -1.8447  -2.2042
H  -2.2180  0.4594  2.5608
H  -2.5617  0.6271  6.0053
H  -1.0456  -0.5611  7.5622
H  0.8483  -1.8995  6.6765
H  1.2006  -2.0290  4.2309
H  2.1259  -3.0536  0.5437
H  3.2123  -3.9456  -1.5924
H  3.0440  -4.2278  -4.0683
H  1.2998  -2.9440  -5.3028
H  -0.1945  -1.4076  -4.0099

=====

# 5
The following is a DFT calculation (wB97M-V/def2-TZVPD) of a molecular structure, C27H29AuN3O2S at a distorted geometry.

Summary:
- Total energy: -51535.3832 eV
- Total charge: +3

Cartesian coordinates (Å):
Au  0.0342  -0.2584  -0.0526
C  3.0707  -1.9071  0.2335
C  3.2815  -0.4445  0.0903
C  4.5849  0.0685  0.0431
C  4.7810  1.4211  -0.1364
C  3.6753  2.2528  -0.2246
C  2.4012  1.6965  -0.1254
N  2.2394  0.3684  0.0001
C  1.1883  2.5140  -0.1242
C  1.2138  3.9088  -0.0775
C  0.0190  4.6062  -0.0667
C  -1.1744  3.9038  -0.0932
C  -1.1463  2.5090  -0.1298
N  0.0229  1.8672  -0.1475
C  -2.3552  1.6821  -0.1509
C  -3.6365  2.2312  -0.1766
C  -4.7308  1.3804  -0.1715
C  -4.5225  0.0181  -0.1550
C  -3.2138  -0.4798  -0.1505
C  -2.9751  -1.9449  -0.1654
N  -2.1826  0.3503  -0.1395
H  3.9202  -2.3680  0.7313
H  2.9845  -2.3625  -0.7539
H  2.1606  -2.1106  0.7922
H  5.4223  -0.6033  0.1409
H  5.7787  1.8323  -0.2016
H  3.8133  3.3109  -0.3641
H  2.1485  4.4427  -0.0430
H  0.0165  5.6861  -0.0484
H  -2.1089  4.4376  -0.0853
H  -3.7873  3.2973  -0.1994
H  -5.7340  1.7859  -0.1811
H  -5.3513  -0.6717  -0.1475
H  -3.8633  -2.4913  0.1400
H  -2.1464  -2.1899  0.4930
H  -2.7198  -2.2602  -1.1772
C  -0.1178  1.4319  4.6496
S  -0.7062  -0.0402  3.7446
C  0.1427  -1.3492  4.6913
O  -0.0288  0.0079  2.4178
H  -0.5147  1.3782  5.6582
H  -0.5014  2.3203  4.1571
H  0.9673  1.4526  4.6590
H  -0.2483  -1.3279  5.7022
H  1.2141  -1.1812  4.6837
H  -0.0828  -2.3080  4.2374
C  0.2850  -3.4597  -2.1744
C  0.0670  -3.4875  -0.7088
O  -0.0084  -2.4617  -0.0095
C  -0.0845  -4.7864  -0.0428
C  0.0849  -6.0110  -0.7051
C  -0.0827  -7.2069  -0.0214
C  -0.3673  -7.2178  1.3381
C  -0.5513  -6.0121  2.0022
C  -0.3835  -4.8118  1.3303
H  0.3801  -2.4391  -2.5391
H  -0.5418  -3.9517  -2.6881
H  1.1833  -4.0179  -2.4360
H  0.3677  -6.0475  -1.7454
H  -0.0104  -8.1436  -0.5554
H  -0.4767  -8.1524  1.8655
H  -0.8480  -6.0156  3.0389
H  -0.4745  -3.8714  1.8541

=====

# 6
The following is a DFT calculation (wB97M-V/def2-TZVPD) of 3 unconnected molecules or ions with the total composition C20H43FN3O6P2S at a distorted geometry.

Summary:
- Total energy: -70320.4258 eV
- Total charge: -1
- Spin multiplicity: 3

Cartesian coordinates (Å):
O  6.2586  -2.0665  0.6793
C  5.6856  -2.6350  -0.2013
F  6.3612  -3.0721  -1.2727
N  4.3258  -2.9238  -0.2531
C  3.5321  -1.8946  -0.9975
O  3.9430  -1.5141  -2.0565
P  1.9090  -1.1090  -0.2334
P  0.7098  -3.0816  -0.4190
O  -0.3880  -3.0161  -1.6417
O  1.6489  -4.4249  -0.7030
S  -0.2922  -3.4123  1.2254
H  4.1808  -3.8104  -0.7178
H  1.5034  -0.7365  -1.5845
H  0.7392  -0.4703  0.3386
H  2.3237  -1.4784  1.1035
H  2.6355  0.1594  -0.0997
H  0.0368  -3.0272  -2.5022
H  1.5172  -4.7888  -1.5794
C  4.5803  6.2571  -1.9099
C  4.3960  4.9243  -1.1412
C  5.5507  3.9676  -1.4433
C  5.4823  3.3322  -2.8294
C  4.1158  2.6907  -3.0655
C  2.9599  3.6581  -2.8223
N  3.0838  4.3033  -1.4823
O  2.7555  3.4786  -0.5593
C  2.9175  4.7163  -3.9400
C  1.6394  2.9076  -2.9274
C  4.4273  5.2733  0.3406
H  3.6195  6.6918  -2.1832
H  5.0904  6.9939  -1.2904
H  5.1777  6.1471  -2.8149
H  5.5525  3.1673  -0.6977
H  6.4950  4.5047  -1.3239
H  5.6968  4.0760  -3.6041
H  6.2586  2.5701  -2.9178
H  4.0565  2.3123  -4.0877
H  4.0093  1.8226  -2.4074
H  2.1528  5.4671  -3.7349
H  2.6688  4.2362  -4.8859
H  3.8634  5.2291  -4.0991
H  1.5886  2.0617  -2.2435
H  1.5236  2.5186  -3.9382
H  0.7956  3.5698  -2.7250
H  3.5982  5.9304  0.6082
H  5.3603  5.7898  0.5644
H  4.3833  4.3891  0.9724
C  -6.1279  -3.7850  0.7706
C  -4.8893  -3.1642  1.4666
C  -4.3526  -4.1039  2.5458
C  -5.2119  -4.1548  3.8091
C  -5.4791  -2.7473  4.3413
C  -6.0726  -1.8201  3.2832
N  -5.2439  -1.8335  2.0475
O  -4.1960  -1.1134  2.2160
C  -7.5259  -2.2311  2.9863
C  -6.1499  -0.4007  3.8300
C  -3.8176  -3.0067  0.3961
H  -6.8318  -3.0155  0.4535
H  -5.8319  -4.3247  -0.1269
H  -6.6610  -4.4994  1.4005
H  -3.3439  -3.7843  2.8216
H  -4.2509  -5.1045  2.1223
H  -6.1558  -4.6743  3.6150
H  -4.6968  -4.7391  4.5744
H  -6.1567  -2.7945  5.1974
H  -4.5393  -2.3249  4.7092
H  -7.9364  -1.6378  2.1683
H  -8.1436  -2.0578  3.8681
H  -7.6423  -3.2820  2.7352
H  -5.1822  -0.0366  4.1680
H  -6.8289  -0.3778  4.6823
H  -6.5309  0.2876  3.0740
H  -4.1366  -2.3145  -0.3867
H  -3.6301  -3.9757  -0.0633
H  -2.8640  -2.6679  0.7984